1.
The following is a quantum chemistry calculation of 10 unconnected molecules or ions with the total composition C40H60O30 in a non-equilibrium geometry, from the Open Molecules 2025 dataset.

Results
* net charge: 0
* multiplicity: 1
* LUMO energy: -0.002 Ha
* gap between HOMO and LUMO: 10.34 eV
* relative energy (zero: lowest compared OMol25 entry of this formula, charge and spin): 161.1 kcal/mol
* HOMO: -10.382 eV
* total energy: -3817.3273 Ha
* maximum force: 7.2 eV/A

Last column: Löwdin charge in e.
Atoms and positions in Å:
C (-1.87099, 12.27634, 9.06885)  -0.02
C (-2.24865, 10.82332, 8.81573)  -0.34
C (-3.16055, 10.34565, 9.94857)  -0.08
O (-4.10644, 9.61099, 9.16176)  0.07
C (-3.96832, 9.91704, 7.84473)  -0.56
O (-4.71156, 9.54790, 6.90593)  0.10
O (-2.99418, 10.70980, 7.66713)  0.13
H (-1.04960, 12.21870, 9.78306)  0.09
H (-2.70986, 12.93014, 9.30750)  0.10
H (-1.24090, 12.66576, 8.26921)  0.08
H (-1.38894, 10.15846, 8.73226)  0.16
H (-3.66034, 11.11790, 10.53333)  0.13
H (-2.52635, 9.74602, 10.60152)  0.14
C (4.19037, 3.13335, 9.15730)  -0.02
C (3.64923, 4.47753, 8.69346)  -0.31
C (2.19209, 4.67059, 9.03805)  -0.09
O (2.15531, 5.66319, 10.09763)  0.05
C (3.40256, 6.27179, 10.12690)  -0.52
O (3.67173, 7.32476, 10.69955)  0.12
O (4.26057, 5.52591, 9.45371)  0.09
H (3.60203, 2.88730, 10.04128)  0.08
H (5.19140, 3.15300, 9.58816)  0.09
H (4.03909, 2.28441, 8.49059)  0.09
H (3.84595, 4.62085, 7.63098)  0.15
H (1.88964, 3.73973, 9.51776)  0.12
H (1.59687, 4.91984, 8.15959)  0.14
C (2.38888, 5.60388, 16.84892)  -0.02
C (1.18082, 6.39794, 17.39961)  -0.24
C (1.64643, 7.68955, 18.15457)  -0.12
O (0.77179, 8.65080, 17.71737)  0.10
C (0.09003, 8.20990, 16.69224)  -0.56
O (-0.79955, 8.84420, 16.03521)  0.07
O (0.53462, 7.05867, 16.27322)  0.09
H (3.12841, 6.25631, 16.38465)  0.09
H (2.05193, 4.95831, 16.03787)  0.08
H (2.86877, 4.95916, 17.58522)  0.08
H (0.40731, 5.83893, 17.92619)  0.16
H (2.67085, 7.97196, 17.91189)  0.14
H (1.54948, 7.43340, 19.20960)  0.14
C (8.89830, 19.36353, 10.18638)  -0.01
C (9.15811, 20.40039, 9.04672)  -0.30
C (7.87826, 21.06615, 8.50182)  -0.07
O (8.21352, 22.47007, 8.66136)  0.08
C (9.32224, 22.61968, 9.40261)  -0.56
O (9.76119, 23.72346, 9.75262)  0.11
O (9.85024, 21.45469, 9.64895)  0.09
H (8.44943, 19.85850, 11.04755)  0.09
H (9.82172, 18.98565, 10.62525)  0.08
H (8.31571, 18.51957, 9.81703)  0.08
H (9.73324, 20.12988, 8.16120)  0.15
H (7.02379, 20.65451, 9.03898)  0.13
H (7.74255, 20.77121, 7.46129)  0.13
C (-0.48406, 18.56530, 6.12447)  -0.01
C (-0.88002, 19.35665, 7.41080)  -0.29
C (-1.65599, 20.66283, 7.08581)  -0.10
O (-2.51647, 20.66601, 8.19960)  0.05
C (-2.66135, 19.42964, 8.76222)  -0.55
O (-3.45764, 19.15350, 9.62220)  0.15
O (-1.73734, 18.60217, 8.27849)  0.09
H (0.37278, 19.03361, 5.64010)  0.08
H (-1.24759, 18.55856, 5.34660)  0.08
H (-0.24567, 17.54707, 6.43183)  0.08
H (-0.02852, 19.62799, 8.03482)  0.15
H (-2.21837, 20.65855, 6.15210)  0.13
H (-0.95690, 21.49722, 7.14201)  0.14
C (4.10367, 22.82975, 13.57221)  -0.03
C (2.84024, 22.66171, 12.74649)  -0.31
C (1.63511, 23.32603, 13.42984)  -0.07
O (1.15615, 24.21545, 12.43570)  0.11
C (1.93459, 24.31374, 11.44556)  -0.60
O (1.90725, 25.25222, 10.65512)  0.12
O (2.94211, 23.42036, 11.56202)  0.08
H (4.20940, 22.21291, 14.46464)  0.09
H (4.24061, 23.83268, 13.97653)  0.09
H (5.04525, 22.67534, 13.04524)  0.08
H (2.54242, 21.63808, 12.51937)  0.15
H (2.01005, 23.83643, 14.31698)  0.13
H (0.87310, 22.57650, 13.64348)  0.14
C (-5.15855, 21.54614, 18.12315)  -0.02
C (-6.48690, 22.04715, 18.79267)  -0.27
C (-6.18440, 23.24240, 19.67353)  -0.13
O (-6.54711, 24.30901, 18.84858)  0.05
C (-7.35183, 23.88820, 17.81309)  -0.53
O (-7.82071, 24.62734, 16.93779)  0.12
O (-7.37497, 22.58072, 17.78928)  0.11
H (-5.23012, 20.64548, 17.51340)  0.08
H (-4.36056, 21.30662, 18.82596)  0.08
H (-4.82154, 22.32645, 17.44078)  0.09
H (-6.84714, 21.16530, 19.32246)  0.15
H (-5.13579, 23.31399, 19.96233)  0.14
H (-6.87062, 23.29795, 20.51859)  0.13
C (-1.27643, 11.95495, 24.09255)  -0.01
C (-0.87139, 11.79643, 22.58084)  -0.34
C (-1.71031, 12.65522, 21.67448)  -0.08
O (-0.74206, 13.43007, 20.94974)  0.11
C (0.44821, 13.19316, 21.36387)  -0.51
O (1.52136, 13.58571, 20.81837)  0.08
O (0.43536, 12.24941, 22.37496)  0.07
H (-2.32594, 11.69854, 24.23704)  0.08
H (-1.17229, 12.96759, 24.48220)  0.09
H (-0.56445, 11.32093, 24.62093)  0.08
H (-0.95168, 10.75436, 22.27141)  0.15
H (-2.29688, 13.39691, 22.21661)  0.13
H (-2.40946, 11.98611, 21.17289)  0.14
C (2.40501, 20.37098, 21.19233)  -0.01
C (1.97922, 21.84199, 21.04134)  -0.31
C (2.22413, 22.77908, 22.21362)  -0.08
O (3.00957, 23.79325, 21.59502)  0.09
C (3.20562, 23.57211, 20.31146)  -0.55
O (3.73476, 24.39921, 19.52662)  0.09
O (2.74090, 22.38180, 19.98863)  0.08
H (3.48071, 20.21285, 21.26959)  0.10
H (2.04513, 19.77109, 20.35645)  0.08
H (1.90665, 19.95971, 22.07016)  0.08
H (0.99154, 22.10945, 20.66577)  0.16
H (2.66735, 22.20595, 23.02798)  0.13
H (1.30826, 23.19696, 22.63152)  0.13
C (-0.57284, 15.10785, 14.45879)  -0.03
C (0.91224, 15.05008, 14.62774)  -0.31
C (1.61788, 13.82367, 14.09450)  -0.08
O (2.53442, 14.33237, 13.12912)  0.09
C (2.22296, 15.58613, 12.85382)  -0.57
O (2.67515, 16.30410, 11.95526)  0.11
O (1.23893, 15.99266, 13.63041)  0.07
H (-1.00867, 16.10378, 14.53799)  0.09
H (-0.94002, 14.47703, 15.26833)  0.09
H (-1.02816, 14.68807, 13.56182)  0.09
H (1.23362, 15.33606, 15.62925)  0.16
H (0.96885, 13.08442, 13.62506)  0.14
H (2.15304, 13.29413, 14.88272)  0.14

Cartesian forces, eV/Å:
1.893 -0.734 -0.622
0.942 2.048 2.022
0.564 -0.387 -1.118
-0.710 -0.892 0.264
-4.949 -2.567 -2.755
2.172 0.736 3.605
1.611 1.632 -1.770
-0.569 0.342 1.060
0.261 -0.138 0.111
-0.677 0.198 -0.668
0.205 0.173 -0.009
-0.055 0.069 -0.253
-0.673 -0.483 0.146
-0.455 -0.234 1.340
0.694 -0.184 0.016
-0.430 -0.678 0.919
0.921 0.608 -1.024
-0.717 2.131 1.471
-0.856 -2.971 -1.360
1.355 0.171 -0.597
-0.127 -0.213 0.191
0.275 0.240 -0.755
0.194 0.346 -0.339
0.132 0.344 0.088
-0.736 0.134 -0.359
-0.260 0.306 0.409
-0.955 -0.295 -0.157
2.022 1.250 -1.174
0.737 -2.860 0.721
-1.068 1.933 1.178
-4.269 3.408 -4.748
3.482 -2.100 3.222
0.079 -2.134 0.106
-0.088 0.223 0.298
-0.157 -0.141 0.085
-0.076 0.200 0.168
0.273 -0.175 0.068
-0.019 -0.073 0.008
0.037 0.799 0.220
0.731 0.231 -0.931
-0.874 -0.877 0.542
1.120 -0.480 0.224
-1.629 -0.532 -0.483
0.573 4.080 0.430
-1.186 -3.319 -0.904
1.750 -0.040 1.124
-0.571 0.148 -0.370
0.245 -0.113 -0.489
-0.143 0.076 0.187
0.309 -0.872 0.428
-0.325 1.038 0.355
-0.004 0.656 -0.107
-0.020 0.320 1.127
0.502 0.016 -2.008
0.911 -1.364 0.929
-1.418 0.512 0.774
-0.764 0.425 1.141
0.820 0.423 -1.143
0.015 -0.105 -0.829
0.229 -0.052 0.295
-0.380 -0.086 0.388
0.136 0.003 -0.294
0.296 -0.172 -0.275
0.014 -0.090 0.015
-0.335 0.162 -0.099
1.120 0.003 0.354
-0.243 0.228 0.882
0.387 -0.928 0.000
-3.224 -0.064 3.151
2.937 3.292 -2.820
-0.063 -2.568 0.792
0.632 -0.165 -1.510
-0.615 -0.428 -0.101
-0.543 0.340 -0.261
-0.266 -0.302 -0.538
0.646 -0.153 -0.209
-0.651 0.351 -0.012
-0.117 0.379 0.270
-0.481 0.389 -0.615
2.363 -1.394 -0.533
-0.996 -0.338 0.325
-0.642 1.476 -1.293
0.324 3.353 -2.427
1.108 -2.160 3.102
-0.323 -2.036 0.579
-0.631 0.003 0.006
-0.212 0.355 0.386
0.260 0.113 0.086
-0.959 0.439 -0.095
-0.174 0.056 0.029
0.352 -0.252 0.447
0.724 -0.365 -1.187
-1.047 0.359 1.982
-0.570 0.633 0.989
-2.382 0.288 -1.470
6.249 -0.899 -1.435
-4.403 -1.037 2.551
1.056 1.087 -0.643
0.145 -0.479 0.074
0.251 0.162 -0.433
-0.482 -0.122 0.434
0.216 -0.105 0.181
-0.105 -0.131 0.121
0.344 0.611 -1.189
-1.380 0.209 0.147
-0.426 -0.544 -0.501
-0.113 -0.722 -0.101
0.185 0.961 2.064
2.051 3.218 -3.287
-1.814 -3.185 2.858
1.073 0.048 -1.466
-0.035 0.472 0.106
0.060 0.168 -0.130
0.144 -0.087 0.174
-0.672 -1.367 0.381
0.902 0.581 0.037
0.027 0.236 -0.295
-1.646 -1.501 1.795
-1.318 0.428 -1.642
0.168 -1.133 0.714
0.711 -0.792 -0.070
0.831 2.707 -3.030
-0.591 -2.233 2.216
1.163 1.934 0.246
0.444 0.051 0.352
-0.762 0.119 0.221
0.799 -0.141 -0.338
0.125 0.245 -0.134
-0.180 0.220 -0.170
0.255 0.096 -0.149

=====

2.
The following is a quantum chemistry calculation of a molecular structure, C40H61IN10O4Sr in a non-equilibrium geometry, from the Open Molecules 2025 dataset.

Results
* net charge: -2
* multiplicity: 1
* LUMO energy: 0.147 Ha
* gap between HOMO and LUMO: 5.76 eV
* HOMO: -1.759 eV
* total energy: -2737.9623 Ha
* maximum force: 3.0 eV/A

Last column: Löwdin charge in e.
Atoms and positions in Å:
Sr (0.05880, 0.22852, 0.62671)  1.42
N (0.28879, -2.23174, 0.25999)  -0.09
C (1.51332, -3.02435, 0.43212)  -0.25
C (2.58456, -2.59034, -0.56799)  -0.18
N (3.13602, -1.24245, -0.40507)  -0.14
C (3.25979, -0.54358, -1.68007)  -0.21
C (1.94399, 0.01762, -2.20086)  -0.23
N (1.40116, 0.97671, -1.23409)  -0.10
C (4.43930, -1.23875, 0.25817)  -0.21
C (4.43365, -1.47106, 1.76047)  -0.26
N (3.75661, -0.35709, 2.40785)  -0.01
H (-0.36222, -2.47670, 1.00598)  0.06
H (-0.15956, -2.43630, -0.63151)  0.04
H (1.32938, -4.09532, 0.25760)  0.11
H (1.82200, -2.88136, 1.47250)  0.04
H (2.10772, -2.63459, -1.54939)  0.09
H (3.40032, -3.33173, -0.55917)  0.12
H (3.70754, -1.19177, -2.45340)  0.13
H (3.92373, 0.30608, -1.51833)  0.08
H (1.19951, -0.76489, -2.36604)  0.08
H (2.16532, 0.48804, -3.16979)  0.12
H (0.59654, 1.44166, -1.64298)  0.04
H (2.10128, 1.69342, -1.04182)  0.06
H (4.87920, -0.25197, 0.10465)  0.10
H (5.10619, -1.98711, -0.21165)  0.12
H (5.47243, -1.47886, 2.10311)  0.11
H (3.99849, -2.44371, 2.01148)  0.07
H (2.76013, -0.46548, 2.23509)  0.04
H (3.83904, -0.46765, 3.41485)  0.05
C (-1.02394, 1.89295, -5.10868)  -0.07
C (-1.66933, 0.60518, -4.59464)  -0.36
C (-3.15625, 0.54642, -4.96828)  -0.05
C (-0.97120, -0.64753, -5.09432)  -0.13
C (-0.61915, -0.71180, -6.42993)  -0.07
C (-0.03034, -1.84279, -6.97249)  -0.11
C (0.15449, -2.93164, -6.14747)  -0.08
C (-0.19725, -2.92661, -4.79843)  -0.13
C (-0.00705, -4.28090, -4.11916)  -0.37
C (-0.77933, -4.48289, -2.82156)  -0.07
C (1.48688, -4.55858, -3.91172)  -0.07
C (-0.73608, -1.75506, -4.21881)  -0.16
N (-0.95113, -1.56127, -2.85953)  0.09
C (-2.17674, -1.57991, -2.38394)  -0.53
O (-3.16542, -2.16679, -2.87874)  -0.03
C (-2.48309, -0.78253, -1.11755)  -0.18
C (-3.63805, -1.13748, -0.42657)  0.01
C (-4.16447, -0.28002, 0.52346)  -0.04
C (-3.53143, 0.92770, 0.73858)  -0.02
C (-2.34466, 1.18411, 0.06504)  -0.28
N (-1.81757, 0.34840, -0.83454)  0.03
C (-1.73242, 2.54577, 0.30430)  -0.53
O (-2.51664, 3.50841, 0.24021)  0.02
N (-0.44230, 2.58172, 0.61769)  -0.04
C (0.15388, 3.85028, 0.68227)  -0.15
C (0.28413, 4.64471, -0.48939)  -0.13
C (0.86312, 5.90349, -0.42100)  -0.06
C (1.32397, 6.42302, 0.77545)  -0.11
C (1.22440, 5.64054, 1.90897)  -0.08
C (0.66164, 4.36645, 1.89362)  -0.13
C (0.56621, 3.70498, 3.26061)  -0.37
C (0.72495, 2.18883, 3.32067)  -0.08
C (-0.75724, 4.11040, 3.92382)  -0.05
C (-0.18114, 4.16703, -1.85301)  -0.37
C (0.97327, 4.19063, -2.86238)  -0.06
C (-1.36563, 4.99821, -2.35684)  -0.05
H (-1.46804, 2.75429, -4.60589)  0.06
H (-1.16148, 2.02245, -6.18410)  0.07
H (0.04791, 1.88633, -4.90296)  0.07
H (-1.59170, 0.62171, -3.50739)  0.11
H (-3.27793, 0.47373, -6.05269)  0.07
H (-3.68367, 1.43462, -4.61037)  0.07
H (-3.60987, -0.33273, -4.51480)  0.07
H (-0.82275, 0.13599, -7.07429)  0.10
H (0.25172, -1.88736, -8.01816)  0.08
H (0.55860, -3.84701, -6.57060)  0.10
H (-0.38367, -5.02602, -4.83104)  0.13
H (-0.36371, -3.85258, -2.04336)  0.05
H (-0.71356, -5.52621, -2.50154)  0.08
H (-1.82622, -4.21020, -2.95565)  0.07
H (1.63802, -5.51693, -3.40844)  0.07
H (2.01367, -4.57616, -4.86678)  0.06
H (1.93220, -3.77444, -3.30147)  0.06
H (-4.12599, -2.06616, -0.68274)  0.11
H (-5.06110, -0.53843, 1.07191)  0.11
H (-3.91782, 1.66775, 1.42335)  0.13
H (0.94468, 6.49553, -1.32556)  0.10
H (1.75829, 7.41503, 0.82046)  0.09
H (1.57686, 6.03991, 2.85655)  0.10
H (1.37539, 4.14075, 3.86255)  0.12
H (-0.19154, 1.70359, 3.00775)  0.03
H (0.92643, 1.87666, 4.34732)  0.09
H (1.54589, 1.84394, 2.68824)  0.06
H (-1.59850, 3.76000, 3.32409)  0.09
H (-0.82650, 5.19574, 4.01665)  0.07
H (-0.82986, 3.66581, 4.91912)  0.08
H (-0.53026, 3.13846, -1.76467)  0.11
H (1.22959, 5.21527, -3.13999)  0.07
H (0.69234, 3.65632, -3.77119)  0.05
H (1.86478, 3.72084, -2.44308)  0.07
H (-1.09598, 6.05267, -2.45903)  0.07
H (-2.18709, 4.91373, -1.64851)  0.07
H (-1.69841, 4.62896, -3.32975)  0.06
O (-3.13632, -0.34859, 3.84687)  0.00
C (-2.18147, -0.37092, 3.12240)  -0.57
N (-1.24966, -0.39486, 2.38854)  -0.09
N (4.59577, 4.13725, 0.34484)  0.14
C (4.43429, 2.75836, 0.41541)  -0.65
N (4.61447, 2.21435, 1.63885)  0.16
O (4.24043, 2.09789, -0.60263)  -0.01
H (4.27082, 4.65821, 1.14309)  0.07
H (4.25595, 4.52658, -0.52139)  0.09
H (4.66746, 2.83342, 2.43032)  0.09
H (4.31079, 1.21735, 1.84654)  0.06
I (2.85222, -3.04516, 5.02853)  0.26
C (1.24266, -2.26449, 3.64173)  -0.65
H (0.78576, -1.49996, 4.29006)  -0.13
H (0.53478, -3.10974, 3.69372)  -0.12

Cartesian forces, eV/Å:
2.597 -0.860 1.161
0.038 -0.920 -0.073
0.226 0.075 -0.161
-0.252 0.010 0.081
0.036 -0.019 0.379
-0.120 0.204 -0.148
0.356 -0.209 -0.042
0.869 0.569 -1.193
0.228 -0.082 0.022
-0.044 -0.191 -0.354
-0.140 0.120 0.264
0.019 0.068 -0.034
0.009 -0.012 -0.040
0.037 0.028 0.062
0.040 -0.053 -0.052
0.107 -0.031 -0.132
-0.046 0.003 -0.053
-0.017 -0.032 -0.003
-0.047 -0.258 -0.148
-0.035 0.083 -0.048
-0.114 -0.072 -0.014
-0.012 0.085 -0.082
-0.032 -0.045 -0.059
0.016 -0.060 -0.114
0.006 0.031 -0.015
0.001 -0.062 -0.055
-0.079 0.044 0.129
-0.095 -0.195 0.168
-0.128 -0.116 0.034
-0.006 -0.126 0.083
-0.003 -0.031 -0.092
0.078 -0.009 0.167
-0.015 -0.098 0.241
0.000 0.030 -0.129
0.015 -0.076 0.023
-0.017 0.040 -0.149
-0.200 -0.137 -0.020
0.112 0.132 0.285
-0.049 -0.034 -0.174
-0.132 -0.041 -0.052
0.090 -0.065 -0.535
0.101 0.508 0.548
0.168 -0.497 -0.407
-0.139 0.186 0.000
-0.500 -0.082 -0.067
0.009 -0.018 0.077
0.110 0.059 -0.024
-0.104 -0.073 -0.111
-1.307 0.354 -0.084
-0.866 0.024 -0.781
0.027 0.749 0.288
-0.063 -0.107 -0.104
-0.018 0.735 -0.267
-0.001 0.436 -0.035
-0.025 -0.230 0.118
0.002 0.020 -0.006
0.074 -0.014 -0.040
0.153 0.148 0.025
0.106 -0.033 -0.001
-0.178 -0.065 0.026
-0.003 0.170 -0.051
0.105 -0.065 0.019
0.023 0.138 -0.046
-0.063 -0.074 0.053
-0.009 -0.127 0.085
0.003 0.028 -0.028
-0.019 0.029 -0.023
0.020 0.031 -0.032
0.017 -0.037 0.051
0.019 0.061 -0.026
-0.006 0.030 -0.019
-0.082 -0.063 0.001
0.023 0.034 0.021
-0.024 0.032 0.003
0.016 -0.024 0.032
0.027 0.046 -0.015
0.011 -0.028 0.160
0.023 -0.022 -0.018
-0.021 0.020 0.101
0.034 -0.020 0.004
0.068 -0.006 0.009
0.039 0.021 0.056
0.033 0.017 -0.086
0.020 -0.016 0.023
0.026 0.005 0.012
-0.015 0.006 -0.019
-0.002 0.001 0.008
0.002 -0.058 0.006
-0.039 -0.008 -0.097
-0.080 -0.174 0.031
0.041 -0.048 -0.027
0.151 -0.028 0.003
-0.031 -0.005 -0.021
-0.045 0.010 -0.013
-0.055 -0.002 0.016
-0.012 -0.017 0.041
0.026 0.027 -0.003
0.035 0.057 0.004
0.044 -0.041 -0.050
0.058 -0.002 -0.038
-0.066 0.027 0.003
-0.009 0.048 -0.022
-0.099 0.062 0.047
-0.113 -0.186 0.172
-0.969 -0.494 1.293
-0.081 0.155 -0.005
0.243 -0.007 -0.047
-0.243 -0.372 0.170
-0.022 0.307 0.141
-0.073 0.052 0.070
-0.059 -0.114 -0.009
0.009 0.007 -0.031
0.124 0.559 -0.154
-0.031 0.044 -0.013
-0.004 0.327 -0.103
0.098 -0.112 0.052
0.090 0.013 0.026

=====

- The highest net charge belongs to which entry?
  C40H60O30